This record from the OMol25 dataset describes a molecular structure, C34H27AuF3GeN2S in a non-equilibrium geometry. The level of theory is ωB97M-V with the def2-TZVPD basis set.

Values from the calculation:
2S+1 = 2
energy relative to the best compared isomer or geometry (same formula, charge and spin) = 24.73 kcal/mol
total charge = +2
LUMO energy (alpha / beta) = -7.73 / -8.66 eV
HOMO level (alpha / beta) = -14.40 / -14.42 eV

XYZ file:
```
69
C34H27AuF3GeN2S, DFT ωB97M-V with the def2-TZVPD basis set
Au -0.09423 -0.06357 -1.04118
C 0.82197 -2.96436 0.55751
C -0.39514 -2.41446 1.22811
C -0.99924 -3.09795 2.29965
C -2.09966 -2.56182 2.90311
C -2.61058 -1.32854 2.45673
C -3.73456 -0.71907 3.07780
C -4.21354 0.49706 2.64952
C -3.59184 1.14206 1.59115
C -2.47317 0.58682 0.92778
S -1.81051 1.50674 -0.30593
C -1.96712 -0.70273 1.37914
N -0.89478 -1.26212 0.78645
H 1.14697 -3.89405 1.01820
H 1.64117 -2.24649 0.61177
H 0.61145 -3.16289 -0.49574
H -0.58576 -4.04108 2.62829
H -2.58383 -3.07206 3.72704
H -4.21174 -1.23343 3.90350
H -5.06814 0.95118 3.13085
H -3.96239 2.10050 1.25035
F -3.88695 -4.37958 -5.01967
C -3.38021 -3.30659 -5.63771
F -4.38947 -2.58879 -6.12914
F -2.62202 -3.73046 -6.65244
C -2.54534 -2.49859 -4.66123
C -2.88211 -1.20287 -4.32479
C -2.11054 -0.54351 -3.38666
N -1.05587 -1.11386 -2.78905
C -0.72186 -2.36697 -3.14561
C -1.43909 -3.09023 -4.07213
H -3.72762 -0.70745 -4.77975
H -2.34124 0.47442 -3.10272
H 0.15343 -2.79279 -2.67534
H -1.13735 -4.09637 -4.33008
C 4.77166 -1.94759 0.87479
C 4.25855 -1.33022 2.01155
C 3.29013 -0.34625 1.89730
C 2.83943 0.04618 0.62919
C 3.37409 -0.57855 -0.51249
C 4.33485 -1.57117 -0.38888
Ge 1.43302 1.29121 0.42346
C 1.85772 2.66938 -0.81452
C 3.19442 2.78996 -1.22184
C 3.56986 3.82747 -2.06038
C 2.62325 4.73235 -2.52130
C 1.29199 4.61579 -2.13588
C 0.90743 3.58324 -1.29845
C 0.61156 1.86623 2.04575
C 0.28995 3.21845 2.20804
C -0.34187 3.65848 3.36345
C -0.67036 2.75365 4.36308
C -0.34680 1.40809 4.21933
C 0.28943 0.96618 3.06977
H 5.53071 -2.71212 0.97603
H 4.62254 -1.61607 2.98966
H 2.91556 0.14143 2.78819
H 3.05865 -0.26798 -1.50438
H 4.74903 -2.04369 -1.26944
H 3.94389 2.09729 -0.86171
H 4.60519 3.92980 -2.35689
H 2.92331 5.53081 -3.18673
H 0.56124 5.32951 -2.49182
H -0.13135 3.50763 -1.00542
H 0.55234 3.93881 1.44258
H -0.56875 4.70910 3.48704
H -1.15886 3.09927 5.26466
H -0.58017 0.70844 5.01238
H 0.55925 -0.08125 2.98605
```

***

This record from the OMol25 dataset describes a molecular structure, C34H27AuOPS in a non-equilibrium geometry. The level of theory is ωB97M-V with the def2-TZVPD basis set.

Values from the calculation:
total charge = +1
LUMO energy = -4.89 eV
HOMO level = -10.67 eV

XYZ file:
```
65
C34H27AuOPS, DFT ωB97M-V with the def2-TZVPD basis set
Au 0.55113 0.23474 -0.65577
C 1.30114 0.88478 6.23590
C 2.05457 1.71274 5.40858
C 1.88667 1.66134 4.02117
C 0.95894 0.78471 3.43765
C 0.20881 -0.04339 4.29100
C 0.37814 0.00563 5.67754
P 0.68006 0.63895 1.64537
C 2.21076 1.31552 0.91956
C 3.35292 0.49319 0.91647
C 4.56550 0.93819 0.38301
C 4.65806 2.21472 -0.16138
C 3.53926 3.04297 -0.17251
C 2.32566 2.59674 0.36225
C -0.62615 1.92584 1.21092
C -1.00997 2.83235 2.22331
C -1.96626 3.81756 2.00141
C -2.57480 3.92620 0.75988
C -2.24586 3.05519 -0.28427
C -2.90375 3.21559 -1.52003
C -2.63238 2.38661 -2.60655
C -1.69482 1.38011 -2.47247
C -1.04565 1.22199 -1.25143
C -1.27250 2.03523 -0.09568
H 1.43503 0.92318 7.31356
H 2.77744 2.40060 5.83967
H 2.49065 2.32648 3.40874
H -0.51892 -0.74190 3.88097
H -0.21044 -0.64581 6.31830
H 3.30922 -0.51021 1.33737
H 5.43409 0.28509 0.39395
H 5.59922 2.56331 -0.57795
H 3.60611 4.04063 -0.59881
H 1.48033 3.27877 0.33609
H -0.57181 2.79940 3.21639
H -2.23690 4.50029 2.80299
H -3.32043 4.70586 0.61586
H -3.64707 4.00128 -1.64689
H -3.15380 2.53052 -3.54873
H -1.46000 0.71729 -3.29856
O -0.22737 -1.83580 0.31963
S 0.31633 -2.02062 -1.06863
C 0.19131 -3.79796 -1.40083
C -0.73316 -4.59764 -0.71854
C -0.81077 -5.96565 -0.98446
C 0.04078 -6.54236 -1.92569
C 0.97326 -5.75445 -2.59956
C 1.05147 -4.38524 -2.33662
C -1.04866 -1.59224 -2.18603
C -0.82220 -1.51933 -3.56642
C -1.86272 -1.17774 -4.43317
C -3.13101 -0.89857 -3.92570
C -3.36081 -0.95617 -2.55215
C -2.32234 -1.29801 -1.68417
H -1.39559 -4.15700 0.02344
H -1.53343 -6.58031 -0.45376
H -0.01913 -7.60864 -2.12983
H 1.64181 -6.20825 -3.32685
H 1.78915 -3.78575 -2.86335
H 0.16140 -1.72748 -3.97866
H -1.68436 -1.12769 -5.50434
H -3.94060 -0.63214 -4.60065
H -4.34761 -0.73284 -2.15446
H -2.51224 -1.33419 -0.61331
H 1.87430 0.78378 -1.40276
```

***

This record from the OMol25 dataset describes a molecular structure, C34H27Br3N3SiSn in a non-equilibrium geometry. The level of theory is ωB97M-V with the def2-TZVPD basis set.

Values from the calculation:
energy relative to the best compared isomer or geometry (same formula, charge and spin) = 7.87 kcal/mol
total charge = +1
LUMO energy = -3.81 eV
HOMO level = -9.89 eV

XYZ file:
```
69
C34H27Br3N3SiSn, DFT ωB97M-V with the def2-TZVPD basis set
Sn 12.34426 12.17891 10.59132
Br 16.12992 14.85168 5.58152
C 15.33941 14.19660 7.12421
C 14.10114 14.75987 7.42588
C 13.39142 14.20541 8.42141
N 13.79569 13.07917 9.00344
C 14.97505 12.49797 8.76919
C 15.81620 13.09958 7.80926
C 15.17112 11.21434 9.43580
C 16.32266 10.41035 9.39129
C 16.31921 9.26185 10.12782
Br 17.91838 8.24244 10.32253
C 15.20577 8.77090 10.80571
C 14.13561 9.61309 10.72000
N 14.06454 10.79406 10.07267
H 13.68648 15.57848 6.89602
H 12.38233 14.55614 8.59736
H 16.70667 12.57716 7.57817
H 17.30103 10.66492 9.00837
H 15.27066 7.79908 11.28518
H 13.18142 9.29036 11.10388
C 8.19715 16.57212 8.58057
C 9.43254 16.28898 9.44883
C 10.51976 17.12263 9.34526
C 11.66103 16.94028 10.04686
C 11.65960 15.74264 10.75387
Br 13.29535 15.33920 11.74696
N 10.73588 14.86197 10.76329
C 9.58151 15.18738 10.18754
H 8.52002 16.25620 7.52419
H 7.90255 17.64566 8.69868
H 7.36301 15.90020 8.84394
H 10.42674 17.85928 8.52911
H 12.56819 17.54043 9.90258
H 8.73848 14.52748 10.11307
C 12.10348 13.94298 4.86186
C 12.75572 12.66736 5.04522
C 12.36811 11.79738 6.06914
C 11.36469 12.09929 6.95798
C 10.82964 13.42056 6.86767
C 11.17691 14.28017 5.83051
Si 10.91381 11.13641 8.54781
C 9.10819 11.10431 9.03252
C 8.84957 11.08400 10.40612
C 7.63887 11.37415 10.96502
C 6.54022 11.45736 10.11016
C 6.72336 11.46977 8.71884
C 8.00288 11.28969 8.21435
C 11.44847 9.31035 8.33701
C 10.47872 8.28422 8.43440
C 10.75655 6.94961 8.17474
C 12.02291 6.57500 7.79748
C 12.99837 7.57046 7.66636
C 12.72128 8.91603 8.02189
H 12.31603 14.61866 4.03374
H 13.42020 12.30237 4.27090
H 12.87281 10.82900 5.97978
H 10.10277 13.71261 7.70647
H 10.87368 15.33887 5.78818
H 9.74870 10.83426 11.06734
H 7.46872 11.34905 12.09872
H 5.56664 11.48467 10.54987
H 5.90838 11.52794 8.04920
H 8.09995 11.44640 7.12501
H 9.53287 8.57448 8.80427
H 9.97086 6.21268 8.25019
H 12.28482 5.52797 7.64292
H 13.97072 7.32754 7.25231
H 13.47482 9.70245 7.89554
```